Entry 1:
{"formula": "C4H5F3O", "method": "ωB97M-V/def2-TZVPD", "e_homo_ev": [-8.473, -7.885], "orbital_gap_ev": [8.797, 7.834], "de_lowest_ev": 4.174, "e_tot_ev": -14423.8700, "lumo_ev": [0.32, -0.05], "symbols": ["C", "C", "C", "C", "O", "F", "F", "F", "H", "H", "H", "H", "H"], "positions_angstrom": [[-0.132, 1.841, 0.235], [-0.236, 0.398, 0.600], [-1.165, -0.688, 0.958], [1.210, -0.929, -1.147], [0.655, 1.099, 1.238], [0.628, -1.032, -2.342], [2.415, -0.281, -1.314], [1.468, -2.166, -0.746], [0.390, 2.190, -0.748], [-0.991, 2.451, 0.499], [-1.163, -1.005, 1.917], [-0.952, -1.456, 0.150], [-2.128, -0.421, 0.698]], "atomic_forces_ev_per_a": [[0.0, -1.4, -2.4], [1.7, -0.2, -3.1], [1.5, -0.3, -4.1], [-0.5, 2.3, 1.6], [0.0, 1.2, 1.1], [-0.2, 0.1, -0.6], [-0.7, -0.5, 0.0], [0.2, -0.7, 0.4], [-0.6, -1.0, 2.1], [0.5, 0.2, 0.9], [0.5, -1.2, 3.0], [-0.2, 0.3, 1.6], [-2.2, 1.0, -0.3]]}

Entry 2:
{"formula": "C4H5FN2", "method": "ωB97M-V/def2-TZVPD", "e_homo_ev": -9.983, "orbital_gap_ev": 10.103, "smiles": "FCC1=NN=CC1", "de_lowest_ev": 3.226, "e_tot_ev": -9923.5781, "lumo_ev": 0.12, "symbols": ["F", "C", "C", "N", "N", "C", "C", "H", "H", "H", "H", "H"], "positions_angstrom": [[2.268, 0.371, -0.377], [1.626, -0.789, 0.032], [0.184, -0.526, -0.173], [-0.760, -1.429, -0.166], [-1.958, -0.735, -0.253], [-1.825, 0.540, -0.235], [-0.391, 0.933, -0.004], [1.951, -0.957, 1.110], [2.094, -1.635, -0.539], [-2.619, 1.127, -0.149], [-0.598, 1.075, 1.229], [0.025, 2.025, -0.475]], "atomic_forces_ev_per_a": [[0.5, 0.3, -0.1], [1.6, -0.7, 0.6], [-0.9, 0.5, 1.5], [1.9, 2.1, -0.8], [-2.1, -0.1, 0.0], [4.1, -2.9, 0.0], [-0.5, 1.3, 1.2], [-0.9, 0.2, -1.1], [-0.9, 0.6, 0.3], [-3.3, 2.5, 0.0], [1.3, -0.2, -2.9], [-0.9, -3.6, 1.3]]}

Entry 3:
{"formula": "C4H5FN2OS", "method": "ωB97M-V/def2-TZVPD", "e_homo_ev": -7.497, "orbital_gap_ev": 8.102, "smiles": "S=c1cc[nH][nH]1.O=CF", "de_lowest_ev": 0.000, "e_tot_ev": -22807.7927, "lumo_ev": 0.61, "symbols": ["S", "C", "C", "C", "N", "N", "H", "H", "H", "H", "O", "C", "F", "H"], "positions_angstrom": [[2.864, 0.803, 0.658], [1.545, 0.053, -0.105], [1.001, -1.282, 0.117], [-0.069, -1.353, -0.739], [-0.168, -0.198, -1.463], [0.819, 0.660, -1.104], [1.329, -1.728, 1.003], [-0.720, -2.218, -0.973], [-1.046, 0.200, -1.626], [0.910, 1.609, -1.505], [-1.301, 1.640, 0.523], [-1.628, 0.918, 1.425], [-2.139, -0.316, 1.299], [-1.398, 1.211, 2.491]], "atomic_forces_ev_per_a": [[-0.7, -0.4, -0.4], [1.2, 1.2, 0.1], [-0.9, 3.0, -1.6], [0.5, -0.9, 0.5], [0.3, -1.2, -1.2], [0.7, -0.6, 1.3], [0.3, -1.6, 0.6], [0.2, 1.0, 0.4], [-1.4, 0.6, -0.4], [0.0, -1.2, 0.6], [-1.2, -1.6, 0.9], [1.8, 1.8, 0.2], [0.0, 0.7, -0.2], [-0.7, -0.7, -0.8]]}

Entry 4:
{"formula": "C4H5FNO4S", "method": "ωB97M-V/def2-TZVPD", "e_homo_ev": -5.532, "orbital_gap_ev": 8.995, "de_lowest_ev": 0.000, "e_tot_ev": -27462.9389, "total_charge": -1, "lumo_ev": 3.46, "symbols": ["C", "C", "C", "C", "N", "O", "O", "O", "O", "F", "S", "H", "H", "H", "H", "H"], "positions_angstrom": [[1.516, -0.825, 1.206], [0.926, -0.395, 0.136], [-1.917, -1.846, 3.937], [-0.639, 0.552, -1.405], [0.588, -0.062, -0.981], [-2.887, 0.099, 1.037], [-2.040, -2.646, 4.807], [-1.851, 1.673, 2.574], [-2.472, -0.794, 3.631], [-0.848, -2.166, 2.987], [-1.820, 0.342, 1.998], [2.081, -0.169, 1.841], [1.346, -1.828, 1.554], [-0.809, 0.265, -2.444], [-1.498, 0.269, -0.793], [-0.525, 1.637, -1.362]], "atomic_forces_ev_per_a": [[0.3, -0.4, 0.8], [0.1, 0.2, -1.0], [1.5, -0.9, -0.9], [-0.5, 0.1, -0.1], [0.5, -0.2, 0.1], [0.1, -0.1, 0.4], [-0.2, -0.6, 0.8], [-0.1, -0.3, 0.2], [-1.1, 1.3, 0.0], [-0.5, 0.1, 0.4], [0.2, 0.5, -0.8], [0.0, 0.3, 0.0], [-0.2, -0.2, 0.1], [-0.1, 0.1, 0.1], [0.1, 0.0, -0.1], [0.0, 0.0, -0.1]]}

Entry 5:
{"formula": "C4H5FNO4S", "method": "ωB97M-V/def2-TZVPD", "e_homo_ev": -4.634, "orbital_gap_ev": 8.275, "de_lowest_ev": 3.760, "e_tot_ev": -27459.1793, "total_charge": -1, "lumo_ev": 3.64, "symbols": ["C", "C", "C", "C", "N", "O", "O", "O", "O", "F", "S", "H", "H", "H", "H", "H"], "positions_angstrom": [[-0.179, 1.557, -0.221], [0.987, -1.832, -0.111], [-0.187, -1.592, -1.113], [0.014, 2.542, 0.898], [0.352, -1.330, 1.122], [0.482, 1.110, -1.160], [-0.822, 2.831, -0.222], [-1.206, 0.637, 0.329], [-2.234, -1.401, 0.855], [1.177, 3.322, 0.881], [-0.945, -0.910, 0.408], [1.314, -2.835, 0.117], [2.004, -1.264, -0.254], [0.185, -0.895, -1.792], [-0.520, -2.441, -1.526], [-0.423, 2.501, 1.790]], "atomic_forces_ev_per_a": [[0.7, 0.5, 0.9], [2.3, 0.9, 0.8], [2.6, 1.9, 3.2], [2.6, 0.2, -5.5], [-0.7, 0.5, 0.3], [0.8, 0.0, -0.4], [-0.4, 0.5, 0.7], [-1.3, -1.3, 0.0], [0.5, 0.0, -0.3], [-0.7, -0.3, 0.4], [-0.3, -0.2, -0.3], [-0.3, -0.8, -0.5], [-2.1, -0.6, -0.5], [-0.3, 1.5, -1.2], [-2.0, -3.0, -1.3], [-1.6, 0.1, 3.7]]}

Entry 6:
{"formula": "C4H5FO", "method": "ωB97M-V/def2-TZVPD", "spin_multiplicity": 3, "e_homo_ev": [-5.675, -10.531], "orbital_gap_ev": [6.584, 8.417], "de_lowest_ev": 0.407, "s_squared": 2.0111, "e_tot_ev": -8987.9823, "lumo_ev": [0.91, -2.11], "symbols": ["C", "C", "C", "C", "O", "F", "H", "H", "H", "H", "H"], "positions_angstrom": [[-2.455, -0.904, 1.660], [0.937, 1.938, -1.831], [-1.370, -1.412, 1.127], [-0.134, 1.383, -1.326], [-3.302, -0.318, 2.273], [-0.400, 1.095, -0.008], [1.096, 2.307, -2.822], [1.862, 2.114, -1.211], [-0.446, -0.792, 1.293], [-1.483, -2.508, 0.861], [-0.999, 1.194, -1.921]], "atomic_forces_ev_per_a": [[-4.6, -0.1, 1.0], [2.6, 0.4, 2.0], [2.8, -1.0, -0.1], [-1.1, 0.3, 0.1], [0.4, 1.0, 0.2], [1.0, 0.3, -1.1], [-0.7, -0.4, -0.6], [-1.3, -0.2, -0.3], [0.1, -1.3, -0.8], [1.2, 1.3, -0.3], [-0.6, -0.2, -0.2]]}